No. 1
ORCA calculation (ωB97M-V with the def2-TZVPD basis set) on C19H19CoN3O5S as an isolated structure at a distorted geometry.

Geometry (Å):
Co (-0.495, -0.422, -0.539)
C (-3.839, 0.834, 1.760)
C (-2.413, 0.416, 1.441)
O (-2.231, -0.077, 0.291)
C (-1.445, 0.630, 2.417)
C (-0.065, 0.312, 2.283)
C (0.914, 0.765, 3.339)
N (0.384, -0.347, 1.260)
N (1.721, -0.651, 1.220)
C (2.087, -0.921, -0.009)
O (1.342, -0.829, -1.052)
C (3.475, -1.389, -0.212)
C (4.494, -1.134, 0.709)
C (5.791, -1.547, 0.459)
C (6.103, -2.234, -0.709)
C (5.092, -2.500, -1.627)
C (3.797, -2.076, -1.385)
H (-4.514, 0.369, 1.042)
H (-3.934, 1.920, 1.681)
H (-4.113, 0.529, 2.771)
H (-1.753, 1.124, 3.332)
H (0.411, 1.347, 4.113)
H (1.691, 1.368, 2.867)
H (1.411, -0.099, 3.785)
H (4.242, -0.604, 1.618)
H (6.577, -1.329, 1.174)
H (7.119, -2.560, -0.903)
H (5.324, -3.037, -2.540)
H (2.998, -2.252, -2.094)
O (-0.020, 1.618, -0.642)
N (-1.081, 2.375, -0.758)
C (-1.293, 3.337, 0.160)
C (-2.362, 4.196, 0.084)
C (-3.277, 4.039, -0.959)
C (-3.079, 3.026, -1.871)
C (-1.982, 2.148, -1.790)
S (-1.700, 0.852, -2.835)
H (-0.560, 3.365, 0.951)
H (-2.484, 4.952, 0.848)
H (-4.134, 4.696, -1.046)
H (-3.780, 2.850, -2.674)
C (-2.115, -3.508, -2.904)
C (-2.026, -3.005, -1.442)
O (-2.835, -3.460, -0.624)
O (-1.082, -2.183, -1.257)
H (-3.091, -3.960, -3.087)
H (-1.334, -4.258, -3.052)
H (-1.937, -2.682, -3.593)

Output
DFT total energy (eV): -83182.037
Charge: -2
Gap between HOMO and LUMO (spin up / spin down) (eV): 5.61 / 5.54
Multiplicity: 2
Relative energy (zero: lowest compared OMol25 entry of this formula, charge and spin) (kJ/mol): 0.0

=====

No. 2
ORCA calculation (ωB97M-V with the def2-TZVPD basis set) on an isolated ion of composition C19H19F2N2O2 and charge +1 at a distorted geometry.

Geometry (Å):
C (-1.352, -5.462, -0.374)
C (-1.842, -4.289, -1.198)
O (-0.864, -3.169, -0.894)
C (-1.413, -2.015, -1.352)
C (-0.488, -0.825, -1.299)
N (-0.774, 0.002, -2.413)
N (-0.620, 0.859, -3.193)
O (-2.573, -1.953, -1.780)
H (-1.819, -6.404, -0.703)
H (-0.256, -5.586, -0.349)
H (-1.675, -5.260, 0.657)
H (-1.807, -4.496, -2.307)
H (-2.864, -3.938, -0.883)
H (0.592, -1.160, -1.336)
C (3.628, -1.678, 3.113)
C (2.563, -1.260, 2.167)
C (2.769, -0.162, 1.331)
F (4.053, 0.357, 1.174)
C (1.738, 0.352, 0.581)
C (0.445, -0.137, 0.801)
C (-0.672, 0.411, 0.037)
C (-0.737, 1.889, -0.038)
C (0.293, 2.803, 0.328)
C (0.276, 4.082, -0.194)
F (1.353, 4.916, -0.017)
C (-0.801, 4.572, -0.900)
C (-0.687, 5.939, -1.448)
C (-1.939, 3.754, -1.041)
C (-1.920, 2.446, -0.578)
C (0.245, -1.343, 1.474)
C (1.308, -1.899, 2.163)
H (3.336, -2.626, 3.580)
H (4.614, -1.732, 2.630)
H (3.679, -0.940, 3.929)
H (1.961, 1.164, -0.103)
H (-1.665, -0.017, 0.228)
H (1.169, 2.571, 0.916)
H (-1.611, 6.189, -1.979)
H (-0.591, 6.698, -0.664)
H (0.213, 5.978, -2.091)
H (-2.816, 4.154, -1.553)
H (-2.830, 1.835, -0.654)
H (-0.764, -1.789, 1.512)
H (1.144, -2.831, 2.720)

Output
DFT total energy (eV): -32511.267
Charge: +1
Gap between HOMO and LUMO (eV): 6.95
SMILES: CCOC(=O)[C@@H]([N+]#N)C(c1ccc(C)c(F)c1)c1ccc(C)c(F)c1

=====

No. 3
ORCA calculation (ωB97M-V with the def2-TZVPD basis set) on an isolated ion of composition C19H19F3N and charge +1 at a distorted geometry.

Geometry (Å):
C (0.513, 3.027, -2.127)
C (1.284, 2.445, -0.971)
N (1.037, 1.381, -0.256)
C (2.189, 1.097, 0.643)
C (3.136, 2.252, 0.388)
C (2.512, 3.113, -0.681)
H (1.231, 3.803, -2.500)
H (0.330, 2.337, -3.002)
H (-0.411, 3.602, -1.828)
H (1.781, 1.204, 1.642)
H (2.608, 0.098, 0.516)
H (3.193, 2.801, 1.312)
H (4.138, 1.985, 0.078)
H (3.122, 3.142, -1.575)
H (2.344, 4.131, -0.352)
F (0.554, -6.075, 1.429)
C (0.685, -5.641, 0.133)
F (1.960, -5.980, -0.238)
F (-0.153, -6.451, -0.613)
C (0.361, -4.154, -0.040)
C (1.258, -3.278, -0.655)
C (1.006, -1.888, -0.689)
C (-0.054, -1.254, -0.026)
C (-0.209, 0.264, -0.293)
C (-1.418, 0.774, 0.437)
C (-2.146, 1.811, -0.197)
C (-3.385, 2.321, 0.308)
C (-3.992, 1.764, 1.417)
C (-3.367, 0.700, 2.040)
C (-2.133, 0.186, 1.551)
C (-1.045, -2.240, 0.441)
C (-0.807, -3.619, 0.450)
H (2.166, -3.657, -1.063)
H (1.691, -1.275, -1.292)
H (-0.268, 0.476, -1.517)
H (-1.750, 2.236, -1.107)
H (-3.829, 3.166, -0.188)
H (-4.933, 2.185, 1.808)
H (-3.822, 0.263, 2.923)
H (-1.768, -0.719, 2.064)
H (-2.084, -2.006, 0.764)
H (-1.527, -4.327, 0.867)

Output
DFT total energy (eV): -29645.604
Charge: +1
Gap between HOMO and LUMO (eV): 8.87
SMILES: CC1=[N+]([C@H](c2ccccc2)c2ccc(C(F)(F)F)cc2)CCC1
Relative energy (zero: lowest compared OMol25 entry of this formula, charge and spin) (kJ/mol): 38.8

=====

No. 4
ORCA calculation (ωB97M-V with the def2-TZVPD basis set) on C19H19FN2O2 in the gas phase at a distorted geometry.

Geometry (Å):
C (-8.144, -1.763, -0.211)
H (-7.740, -2.305, -1.072)
O (-7.772, -0.407, -0.231)
C (-6.447, -0.096, -0.180)
C (-5.409, -1.016, -0.108)
C (-4.093, -0.589, -0.061)
C (-3.781, 0.767, -0.085)
C (-4.830, 1.688, -0.156)
C (-6.138, 1.267, -0.203)
H (-6.948, 1.976, -0.258)
H (-4.606, 2.745, -0.175)
N (-2.485, 1.259, -0.043)
C (-1.324, 0.569, 0.012)
C (-0.099, 1.162, 0.081)
C (-0.050, 2.568, 0.130)
N (-0.062, 3.718, 0.164)
C (1.170, 0.437, 0.128)
C (2.319, 1.085, 0.579)
C (3.539, 0.438, 0.642)
C (3.643, -0.891, 0.249)
C (2.500, -1.545, -0.213)
C (1.289, -0.895, -0.276)
H (0.433, -1.426, -0.663)
H (2.593, -2.574, -0.525)
O (4.777, -1.652, 0.284)
C (6.005, -1.063, 0.635)
C (6.603, -0.236, -0.506)
C (7.951, 0.347, -0.111)
F (8.481, 1.062, -1.156)
H (7.862, 1.042, 0.731)
H (8.675, -0.439, 0.132)
H (6.727, -0.875, -1.383)
H (5.925, 0.575, -0.779)
H (6.662, -1.908, 0.862)
H (5.906, -0.454, 1.544)
H (4.394, 0.987, 1.004)
H (2.257, 2.117, 0.892)
H (-1.405, -0.506, 0.009)
H (-2.402, 2.270, -0.047)
H (-3.316, -1.334, -0.002)
H (-5.606, -2.076, -0.087)
H (-9.232, -1.771, -0.260)
H (-7.822, -2.256, 0.713)

Output
DFT total energy (eV): -29802.912
Gap between HOMO and LUMO (eV): 7.70
SMILES: COc1ccc(N/C=C(\C#N)c2ccc(OCCCF)cc2)cc1
Relative energy (zero: lowest compared OMol25 entry of this formula, charge and spin) (kJ/mol): 84.5

=====

No. 5
ORCA calculation (ωB97M-V with the def2-TZVPD basis set) on C19H19FN2O4 in the gas phase.

Geometry (Å):
O (-0.148, -0.789, 2.169)
C (0.248, -0.187, 1.190)
N (0.533, -0.748, 0.003)
H (0.748, -0.113, -0.762)
C (-0.051, -2.017, -0.349)
H (-0.206, -2.574, 0.577)
H (0.624, -2.568, -1.006)
C (-1.405, -1.770, -1.058)
H (-1.215, -1.340, -2.047)
C (-2.270, -3.032, -1.097)
H (-2.981, -2.963, -1.920)
H (-1.674, -3.933, -1.220)
C (-2.998, -2.977, 0.251)
H (-2.496, -3.600, 0.990)
H (-4.029, -3.311, 0.166)
C (-2.913, -1.493, 0.655)
H (-3.892, -1.010, 0.706)
O (-2.174, -0.818, -0.354)
H (-2.409, -1.373, 1.622)
C (0.417, 1.344, 1.238)
N (-0.721, 1.907, 0.526)
C (-1.861, 2.234, 1.163)
C (-2.938, 2.710, 0.482)
C (-2.843, 2.856, -0.914)
C (-1.695, 2.518, -1.559)
C (-0.573, 2.000, -0.849)
O (0.495, 1.631, -1.352)
H (-1.588, 2.610, -2.628)
H (-3.689, 3.235, -1.469)
H (-3.842, 2.970, 1.007)
H (-1.869, 2.094, 2.233)
C (1.693, 1.975, 0.632)
O (1.766, 3.177, 0.546)
C (2.838, 1.078, 0.345)
C (3.618, 1.349, -0.778)
C (4.711, 0.560, -1.078)
C (5.028, -0.483, -0.225)
C (4.288, -0.754, 0.912)
C (3.184, 0.029, 1.193)
H (2.610, -0.167, 2.086)
H (4.578, -1.567, 1.560)
F (6.094, -1.258, -0.508)
H (5.317, 0.744, -1.950)
H (3.334, 2.170, -1.416)
H (0.358, 1.656, 2.288)

Output
DFT total energy (eV): -33899.486
Gap between HOMO and LUMO (eV): 9.21
SMILES: O=C(NC[C@H]1CCCO1)[C@@H](C(=O)c1ccc(F)cc1)n1ccccc1=O
Relative energy (zero: lowest compared OMol25 entry of this formula, charge and spin) (kJ/mol): 4.3

=====

- What is the DFT total energy in the first record?
  -83182.037 eV

=====

- Look up the DFT total energy of the fourth one.
  -29802.912 eV